#one
Density functional theory data (ωB97M-V with the def2-TZVPD basis set) for C4H5NO in the gas phase.

## Properties
SMILES: C=C=CC(N)=O
LUMO level, eV: 0.540
HOMO-LUMO gap, eV: 9.9

Last column: Mulliken charge in e.
Element x y z (Å)
O1 -2.35 -0.74 0.82  -0.5992
N1 -1.19 1.15 0.31  -0.3807
C1 1.02 -0.38 -0.03  0.2623
C2 2.00 0.14 -0.70  -0.6051
C3 -0.09 -1.00 0.25  -0.5286
C4 -1.32 -0.21 0.46  0.4639
H1 1.82 -0.75 -1.38  0.2996
H2 -2.04 1.68 0.35  0.2346
H3 -0.15 -2.08 0.32  0.3604
H4 -0.42 1.55 -0.21  0.2017
H5 2.88 0.63 -0.30  0.2911

---

#two
Density functional theory data (ωB97M-V with the def2-TZVPD basis set) for C4H5NO in the gas phase.

## Properties
SMILES: C#CCC(N)=O
LUMO level, eV: 0.867
HOMO-LUMO gap, eV: 10.7

Last column: Mulliken charge in e.
Element x y z (Å)
O1 -2.07 -0.94 0.85  -0.6041
N1 -1.22 1.03 0.10  -0.3537
C1 1.29 -0.20 -0.20  -0.5442
C2 2.27 0.50 -0.17  0.2211
C3 -1.17 -0.31 0.32  0.4217
C4 0.08 -1.02 -0.23  -0.5103
H1 -0.15 -1.32 -1.26  0.2406
H2 0.20 -1.93 0.36  0.2858
H3 -1.99 1.54 0.51  0.2419
H4 3.15 1.11 -0.12  0.3984
H5 -0.39 1.54 -0.17  0.2028

---

Most stable structure among those shown: #two. Next: +30.0 kcal/mol.